[1]
C21H35N3O3S in the gas phase, computed with ωB97M-V with the def2-TZVPD basis set.

Molecular weight (g/mol): 409.60
Net charge: 0
E_HOMO (eV): -8.518
HOMO-LUMO gap (eV): 9.26
Calculated total energy (eV): -43793.9153
ΔE to the lowest compared entry with this formula, charge and spin (eV): 0.247
Structure (SMILES): CCCS(=O)(=O)N1CCC[C@@H](C(=O)NCCN(Cc2ccccc2)C(C)C)C1

Geometry as XYZ:
```
63
Properties=species:S:1:pos:R:3:forces:R:3:nbo_charge:R:1
S -3.643 -0.133 -1.004 0.0 0.2 0.3 2.332
O -2.721 -1.222 -1.156 0.1 -0.1 0.3 -0.964
O -4.513 0.181 -2.098 -0.2 0.2 0.1 -0.947
O 0.323 2.412 2.242 -0.2 0.1 0.4 -0.641
N 1.538 1.329 0.673 0.3 -0.2 -0.1 -0.613
N 2.206 -1.276 0.279 0.1 -0.1 0.0 -0.482
N -2.750 1.222 -0.675 -0.4 -0.8 -0.3 -0.683
C 0.974 -2.028 0.070 -0.1 -0.2 -0.2 -0.022
C -1.684 1.082 0.283 0.5 -0.3 0.2 -0.232
C 4.057 0.207 -1.588 0.1 0.0 0.0 -0.160
C 4.389 -0.745 -0.631 0.2 -0.1 0.0 -0.038
C -3.452 2.480 -0.589 -0.4 0.5 -0.3 -0.230
C -2.468 3.621 -0.845 0.0 -0.2 0.2 -0.404
C -5.497 -1.704 0.163 -0.2 -0.2 0.0 -0.415
C 5.609 -0.642 0.021 -0.1 -0.1 0.0 -0.216
C 2.550 0.792 1.552 0.1 -0.1 0.2 -0.236
C 2.400 -0.742 1.615 0.1 0.4 0.0 -0.223
C 4.921 1.245 -1.881 -0.1 0.0 -0.1 -0.222
C 6.480 0.394 -0.274 0.1 0.1 0.0 -0.206
C -1.301 3.541 0.136 0.1 -0.1 -0.2 -0.388
C 3.411 -1.842 -0.302 -0.1 0.0 0.0 -0.241
C 0.451 1.994 1.109 -0.1 0.1 -0.6 0.684
C 6.136 1.342 -1.222 0.1 0.1 0.0 -0.217
C -6.416 -2.083 1.319 0.2 0.1 -0.2 -0.599
C -4.672 -0.468 0.463 0.5 0.1 -0.9 -0.647
C 1.035 -3.482 0.552 -0.1 0.4 0.0 -0.633
C -0.629 2.170 0.041 -0.2 0.1 0.5 -0.303
C 0.542 -1.957 -1.397 -0.1 0.0 0.3 -0.629
H 1.533 -0.975 2.237 0.0 0.0 0.0 0.201
H -3.995 -0.619 1.298 0.1 0.0 0.1 0.229
H 0.210 -1.509 0.660 0.1 0.0 0.0 0.192
H 0.743 -0.967 -1.799 0.0 0.1 -0.1 0.202
H 7.427 0.462 0.240 0.1 0.0 0.0 0.214
H 2.410 1.235 2.539 0.1 0.0 -0.1 0.233
H 3.112 0.125 -2.106 -0.2 0.0 -0.1 0.201
H -4.813 -2.525 -0.059 -0.1 0.0 0.0 0.220
H 6.813 2.152 -1.449 0.1 0.1 0.0 0.214
H 0.057 -3.943 0.442 -0.1 -0.1 0.0 0.218
H -0.527 -2.137 -1.476 0.0 -0.1 -0.1 0.247
H -2.055 1.179 1.316 0.1 0.0 0.0 0.188
H -5.837 -2.290 2.217 0.0 0.0 0.1 0.202
H -0.572 4.323 -0.082 0.0 0.0 0.1 0.217
H -4.238 2.455 -1.344 0.0 0.2 0.1 0.239
H 1.326 -3.526 1.600 0.0 -0.1 0.1 0.206
H 1.064 -2.691 -2.005 0.1 -0.1 -0.1 0.199
H -6.084 -1.510 -0.737 0.0 -0.1 0.0 0.223
H -6.989 -2.971 1.068 -0.1 -0.1 0.0 0.218
H -2.093 3.537 -1.866 -0.1 0.0 -0.1 0.206
H -1.264 0.086 0.140 0.1 0.1 0.2 0.238
H 3.288 -1.169 2.098 -0.1 0.0 0.0 0.188
H 3.134 -2.354 -1.225 0.0 -0.1 0.0 0.215
H -5.293 0.409 0.620 0.0 0.2 0.1 0.229
H 3.534 1.063 1.164 0.0 0.0 0.1 0.204
H 1.516 0.868 -0.225 -0.1 0.1 0.0 0.409
H 1.752 -4.055 -0.032 0.1 -0.1 -0.1 0.203
H 5.883 -1.377 0.764 0.0 -0.1 0.1 0.210
H -3.907 2.607 0.407 0.0 0.0 0.0 0.170
H -2.985 4.576 -0.743 0.0 0.0 0.0 0.217
H 3.891 -2.574 0.369 0.0 0.0 -0.1 0.176
H 4.651 1.979 -2.626 0.0 0.1 -0.1 0.213
H -7.111 -1.275 1.536 -0.1 0.1 0.1 0.203
H -0.207 2.035 -0.958 0.0 -0.1 0.0 0.209
H -1.651 3.687 1.160 0.0 0.0 0.0 0.220
```
Positions in Å, forces in eV/Å.

---

[2]
A molecular structure, C44H52N4P2PbSiTe4, computed with ωB97M-V with the def2-TZVPD basis set.

Molecular weight (g/mol): 1444.56
Net charge: 0
E_HOMO (spin up / spin down) (eV): -6.653 / -6.654
HOMO-LUMO gap (spin up / spin down) (eV): 5.26 / 5.26
Calculated total energy (eV): -113308.4221
ΔE to the lowest compared entry with this formula, charge and spin (eV): 0.000

Geometry as XYZ:
```
108
Properties=species:S:1:pos:R:3:forces:R:3:mulliken_charge:R:1
Pb 0.560 1.719 -0.799 0.5 0.0 0.3 1.013
Te -1.372 0.001 -6.466 -0.5 0.3 0.2 -0.217
Te 0.865 -1.147 -3.541 -0.1 0.3 1.0 0.195
Te 0.839 -1.508 -6.191 0.4 -0.4 -0.8 -0.268
Te -1.393 0.434 -3.698 0.2 0.0 -0.2 -0.222
P 0.167 -2.156 0.888 -0.3 1.0 0.2 0.466
P -2.583 -1.947 -0.264 -0.1 0.6 -0.2 0.921
Si 4.376 1.182 -0.496 0.5 -0.2 -0.3 0.302
N -1.347 -2.811 0.528 -0.1 -2.0 -0.3 -0.076
N -0.622 3.589 -0.028 -0.5 -0.2 0.8 0.275
N 1.137 3.849 -2.007 0.0 0.6 -0.6 1.290
N 0.413 2.224 2.180 -0.2 0.2 -0.1 1.340
C 1.371 -3.121 -0.038 1.3 0.0 0.0 0.981
C -3.990 -2.490 0.773 0.6 0.4 -0.2 0.331
C -0.226 5.634 -3.019 0.7 1.2 -1.1 -0.262
C 2.104 4.546 -1.153 0.7 -0.2 0.0 -0.340
C 1.021 3.536 2.524 -0.5 -0.5 0.5 -1.265
C -0.945 4.584 -0.927 1.2 0.1 -0.8 -0.367
C -0.650 -2.646 3.515 0.5 0.3 -1.1 -0.276
C -4.131 -3.136 -3.854 -1.2 -0.5 -0.8 -0.564
C -2.038 -4.189 -3.707 -0.5 0.0 0.1 -0.448
C 0.746 -3.447 5.292 0.3 -0.4 -0.8 -0.583
C -1.927 1.789 2.970 -0.9 1.2 -1.5 -0.660
C 2.640 -2.562 -0.266 0.0 -0.1 -0.5 0.353
C -1.921 5.598 -0.834 -0.1 -0.5 -0.5 -0.768
C -4.025 -2.649 -2.566 -0.3 0.2 0.0 -0.911
C 1.678 3.564 -3.353 -0.7 -1.1 0.3 -0.938
C -4.342 -1.664 1.825 -1.2 -1.5 0.7 -0.534
C 1.626 -3.353 3.062 -1.3 0.4 -0.4 -0.722
C 5.393 2.745 -0.580 0.8 0.7 0.1 -1.319
C -2.906 3.164 0.826 -0.3 0.6 -1.8 -0.880
C -1.252 6.565 -2.972 -1.7 0.2 1.1 -0.883
C -5.637 -3.506 2.778 0.3 -0.3 -1.6 -0.624
C -0.467 -2.959 4.849 0.1 0.2 0.5 -0.691
C -4.484 -3.780 0.681 -0.1 -1.2 -0.2 -0.406
C -1.519 3.087 0.929 0.1 0.2 0.6 0.577
C 0.412 -2.791 2.584 0.2 -0.6 1.0 0.497
C -3.221 -4.001 -4.437 1.5 0.3 0.5 -0.606
C 2.210 -5.190 -0.953 -0.3 0.5 0.1 -0.944
C -3.807 2.513 1.619 0.4 -0.1 0.9 -1.057
C 1.758 -3.719 4.377 -0.6 0.5 0.4 -0.605
C 2.725 1.578 0.179 -0.5 0.6 0.2 -0.122
C -0.040 4.691 -2.055 -1.1 -0.5 1.4 0.111
C -2.862 -2.860 -1.829 0.2 -0.2 0.1 0.349
C 4.456 0.358 -2.167 0.1 0.5 -0.7 -0.612
C 0.874 1.075 3.014 0.2 1.5 0.0 -1.621
C 3.679 -3.307 -0.868 -0.7 1.2 1.2 -0.425
C 5.267 -0.008 0.633 0.3 0.2 1.3 -0.969
C -5.224 -2.182 2.790 0.3 0.1 0.4 -0.555
C -5.265 -4.343 1.687 -0.3 1.2 0.8 -0.676
C -1.855 -3.610 -2.431 0.0 -0.3 -1.1 -0.538
C -1.018 2.367 2.058 -0.1 -0.6 0.0 -0.025
C -2.129 6.519 -1.865 2.0 -1.0 -0.4 -0.903
C 1.179 -4.442 -0.404 0.4 -0.3 0.0 -0.295
C -3.317 1.887 2.741 0.6 -0.5 0.7 -0.703
C 3.464 -4.622 -1.156 -0.4 -0.5 -0.4 -0.927
H -1.591 -2.242 3.137 0.1 -0.1 0.3 0.227
H -3.338 -4.436 -5.450 0.0 0.4 0.9 0.358
H -1.454 7.325 -3.733 0.4 -0.4 0.1 0.377
H -2.922 7.204 -1.775 -0.8 0.8 0.1 0.466
H -2.577 5.620 0.014 -0.1 0.0 0.3 0.722
H 2.239 5.601 -1.368 -0.2 0.2 -0.6 0.441
H 3.700 0.745 -2.873 0.3 -0.2 0.2 0.096
H 2.668 -4.191 4.652 0.7 -0.3 0.5 0.429
H 0.610 1.201 4.074 -0.2 -0.1 -0.1 0.317
H 2.524 0.856 0.967 -0.3 -0.4 0.0 0.132
H 2.922 2.485 0.766 -0.3 0.1 -0.2 0.013
H 2.210 4.402 -3.791 0.0 0.2 -0.1 0.369
H -4.187 -4.363 -0.205 -0.2 0.1 0.5 0.261
H 6.244 -0.311 0.250 0.0 0.2 0.0 0.333
H -6.302 -3.865 3.543 0.0 -0.2 0.2 0.400
H -5.006 -2.922 -4.451 -0.3 0.2 0.2 0.375
H 1.985 1.070 3.018 -0.7 -0.3 -0.4 0.453
H 2.093 3.459 2.628 0.3 -0.3 0.4 0.427
H 5.456 0.531 -2.609 -0.4 -0.1 0.2 0.388
H 2.833 -1.524 -0.006 -0.2 -0.1 0.0 -0.651
H 0.235 -4.918 -0.206 -0.3 -0.2 -0.1 0.413
H 5.321 3.323 0.362 0.1 -0.3 -0.3 0.346
H -4.863 2.527 1.423 -0.2 0.2 -0.1 0.496
H 5.033 3.443 -1.359 0.3 -0.4 0.1 0.318
H -5.618 -5.367 1.675 0.1 0.0 -0.2 0.417
H 2.357 2.705 -3.252 0.0 0.3 -0.2 -0.091
H -3.949 -0.693 1.964 0.4 1.0 -0.2 0.682
H 1.786 4.500 -0.137 -0.4 -0.1 0.8 -0.110
H 4.659 -2.861 -0.984 -0.1 0.0 -0.1 0.486
H -4.887 -2.112 -2.159 0.5 0.1 0.0 0.388
H 0.878 -3.642 6.328 0.1 -0.3 0.7 0.426
H -0.878 -3.699 -1.977 0.0 -0.1 0.2 0.507
H 1.988 -6.200 -1.210 0.2 -0.6 -0.2 0.467
H -1.630 1.366 3.887 0.6 -0.6 0.7 0.460
H 4.321 -0.714 -2.077 -0.1 -0.2 -0.1 0.146
H -4.022 1.540 3.491 0.2 -0.3 0.0 0.361
H 4.266 -5.188 -1.571 0.4 -0.5 -0.2 0.405
H 4.694 -0.933 0.756 0.0 0.1 0.2 0.194
H 3.067 4.059 -1.201 0.2 -0.2 -0.1 -0.247
H 0.799 3.249 -3.960 0.8 0.3 0.1 0.444
H 2.477 -3.553 2.453 0.3 0.1 -0.8 0.385
H -1.473 -3.856 0.606 0.1 1.5 0.1 0.434
H 6.482 2.524 -0.750 -1.0 0.2 0.0 0.350
H -1.209 -2.817 5.628 -0.3 0.1 -0.4 0.391
H 0.419 0.173 2.599 0.3 0.0 0.2 0.409
H -3.325 3.731 -0.001 0.2 -0.2 -0.1 0.543
H -1.268 -4.791 -4.165 0.3 0.0 0.2 0.423
H 5.420 0.458 1.654 -0.1 -0.6 -1.0 0.266
H 0.510 5.787 -3.817 -0.2 -0.4 0.3 0.282
H 0.868 4.298 1.782 -0.4 -0.1 -0.7 0.181
H -5.537 -1.577 3.636 0.1 0.1 -0.2 0.401
H 0.527 3.941 3.417 0.4 -0.2 0.3 0.301
```
Positions in Å, forces in eV/Å.

---

[3]
C6H9NO in the gas phase, computed with ωB97M-V with the def2-TZVPD basis set.

Molecular weight (g/mol): 111.14
Net charge: 0
E_HOMO (eV): -8.232
HOMO-LUMO gap (eV): 9.24
Calculated total energy (eV): -9903.3470
ΔE to the lowest compared entry with this formula, charge and spin (eV): 2.257
Structure (SMILES): CC1=C(C)[C@H]2O[C@H]2N1

Geometry as XYZ:
```
17
Properties=species:S:1:pos:R:3:forces:R:3:nbo_charge:R:1
O 0.498 2.131 1.118 -1.6 0.5 -0.7 -0.516
N -0.442 1.347 -0.994 -1.1 -1.1 0.6 -0.641
C 0.388 -1.560 1.262 0.1 0.2 0.2 -0.636
C -0.256 0.987 1.360 -1.2 -0.9 -1.0 0.034
C 0.285 -0.852 -1.890 -0.2 -0.2 0.1 -0.649
C 0.102 -0.257 0.601 -0.2 -0.2 -0.9 -0.085
C -0.036 0.010 -0.717 1.5 -0.7 0.2 0.196
C -0.831 1.799 0.278 2.0 2.2 1.2 0.197
H -0.121 -1.611 2.229 0.1 0.0 -0.1 0.214
H 1.454 -1.661 1.448 0.2 -0.1 0.1 0.220
H 1.094 -0.417 -2.481 0.0 0.0 0.0 0.220
H -0.744 0.902 2.329 0.1 0.0 0.0 0.184
H -1.695 2.451 0.336 0.5 0.4 0.4 0.203
H 0.059 -2.411 0.680 0.0 -0.2 -0.2 0.217
H 0.593 -1.848 -1.568 0.0 0.1 -0.1 0.221
H -0.597 -0.939 -2.539 0.2 0.0 0.1 0.225
H 0.249 1.929 -1.453 -0.1 0.0 0.0 0.398
```
Positions in Å, forces in eV/Å.

---

[4]
A molecular structure, C44H46F4N7PS2Sn, computed with ωB97M-V with the def2-TZVPD basis set.

Molecular weight (g/mol): 962.71
Net charge: -2
E_HOMO (eV): -1.062
HOMO-LUMO gap (eV): 4.77
Calculated total energy (eV): -104464.9052
ΔE to the lowest compared entry with this formula, charge and spin (eV): 0.000

Geometry as XYZ:
```
105
Properties=species:S:1:pos:R:3:forces:R:3:mulliken_charge:R:1
Sn -0.133 0.359 0.177 -0.2 0.3 -0.1 0.589
S -1.145 4.027 -0.007 -0.2 0.0 -0.5 -0.051
S -2.803 6.167 1.344 -0.1 0.1 -0.1 -0.161
P 0.754 -2.730 1.403 -0.1 0.1 0.0 0.902
F -4.693 -0.460 -2.813 0.0 -0.1 0.0 -0.380
F -1.544 -4.909 -3.074 -0.1 0.0 0.0 -0.422
F -5.790 -2.842 -2.869 0.1 0.0 0.0 -0.381
F -0.366 -2.535 -3.047 0.0 0.0 0.0 -0.450
N 5.544 1.865 -0.224 0.1 0.0 0.0 -0.545
N -0.052 2.128 -3.156 0.0 0.1 0.2 1.060
N 5.427 0.137 -1.769 0.1 0.0 0.0 -0.705
N -0.471 5.475 2.096 0.1 0.3 -0.5 0.042
N 0.560 1.472 1.660 0.5 0.0 -0.1 -0.025
N 2.811 -0.377 -1.004 -0.1 -0.1 -0.1 0.655
N -1.729 -0.217 -2.956 -0.1 0.0 -0.2 -0.043
C -0.676 6.698 2.828 -0.1 0.0 0.2 -0.717
C -2.354 1.073 -3.067 -0.1 0.0 0.1 -0.550
C 4.288 -0.945 2.763 0.0 0.0 0.0 -0.809
C -1.796 -0.891 1.263 0.2 -0.1 0.1 -2.735
C -0.966 3.289 4.474 -0.1 0.0 0.0 -0.500
C 4.731 -2.389 0.912 0.0 0.0 0.0 -0.833
C 2.477 -2.216 1.829 -0.1 0.1 0.1 0.973
C -0.157 -6.708 1.256 0.0 0.0 0.0 -0.722
C -4.428 -2.778 -2.933 -0.1 0.1 0.0 0.230
C -2.428 -1.318 -2.965 0.0 -0.1 0.2 0.029
C 0.919 -7.343 1.858 0.0 0.0 0.0 -0.707
C 4.829 0.840 -0.823 -0.1 0.0 0.1 0.269
C -1.405 2.104 -3.684 0.0 0.1 -0.2 -1.120
C 0.117 4.010 4.988 0.1 0.0 0.0 -0.859
C 4.692 -0.822 -2.349 -0.1 -0.1 0.0 -0.539
C 0.811 1.113 -3.716 0.1 -0.1 0.0 -0.825
C 1.975 -6.587 2.339 0.0 0.0 0.0 -0.892
C -3.849 -1.533 -2.920 -0.1 0.0 0.0 0.271
C -1.354 5.176 1.125 0.1 -0.2 0.5 -0.122
C -1.720 -2.577 -2.997 0.0 0.0 0.0 0.467
C 3.392 -2.727 0.904 0.0 -0.1 0.0 -0.956
C 1.942 -5.205 2.208 0.0 0.0 0.1 -0.175
C -1.422 -1.411 2.569 0.0 0.0 0.1 1.296
C -1.854 -1.500 4.973 0.0 0.0 0.1 -0.765
C -2.330 -3.798 -3.020 0.0 0.0 0.0 0.320
C -2.104 -0.974 3.729 0.0 0.0 -0.1 -0.649
C 0.415 2.245 2.714 -0.2 -0.1 0.1 -0.068
C -0.906 -2.513 5.148 -0.1 0.1 0.0 -0.601
C 3.395 -1.089 -1.974 0.1 0.1 0.0 -0.620
C 5.185 -1.478 1.855 0.0 0.0 0.0 -0.866
C 2.072 -0.619 3.817 -0.1 0.0 0.0 -1.211
C -0.369 -2.341 2.788 0.0 0.1 0.0 1.324
C 3.497 0.583 -0.441 0.1 0.0 0.1 0.207
C -2.194 6.850 2.910 0.1 0.1 0.1 -0.571
C -0.836 2.448 3.393 0.0 0.0 0.0 -0.039
C -1.400 -4.681 0.479 -0.1 0.0 -0.1 -1.348
C 0.555 3.428 -3.290 0.1 0.0 -0.1 -1.219
C 1.509 2.979 3.289 0.1 0.0 -0.1 -0.189
C 0.867 -4.559 1.605 0.0 0.0 0.0 0.375
C -0.175 -2.910 4.047 0.1 0.0 0.0 -0.884
C 1.356 3.825 4.371 0.0 0.0 0.1 -0.537
C -0.208 -5.325 1.121 0.1 0.0 0.0 0.655
C 2.931 -1.290 2.783 0.0 0.0 -0.1 0.510
C -3.715 -3.963 -2.992 0.1 0.1 0.0 -0.865
H 0.602 -3.659 4.162 0.0 0.0 0.0 0.433
H 5.232 2.125 0.698 0.0 0.0 0.0 0.240
H 5.400 -2.801 0.166 0.0 0.0 0.0 0.377
H 4.631 -0.217 3.490 0.0 0.0 0.0 0.323
H -0.054 4.192 -2.814 -0.1 0.1 0.1 0.336
H -2.683 1.475 -2.092 0.1 -0.1 0.0 0.214
H 0.006 4.664 5.845 0.0 0.0 0.0 0.391
H -1.825 3.097 -3.494 -0.1 0.0 -0.1 0.403
H 1.533 3.426 -2.805 0.0 0.0 0.0 0.215
H -3.247 1.058 -3.709 0.0 0.1 0.1 0.380
H 6.225 -1.172 1.872 0.0 0.0 0.0 0.361
H 1.787 1.157 -3.228 0.0 0.0 0.0 0.205
H -1.945 3.389 4.940 0.0 0.0 0.0 0.364
H 2.804 -1.864 -2.446 0.0 0.0 0.0 0.448
H 0.437 5.032 2.025 0.0 -0.2 0.3 0.224
H -2.489 7.893 3.006 0.0 0.0 0.0 0.400
H 0.964 1.270 -4.805 0.0 0.0 0.0 0.274
H 1.177 -0.183 3.376 0.0 0.0 0.0 -0.178
H 2.824 -7.062 2.816 0.0 0.0 0.0 0.415
H -2.594 6.276 3.745 0.0 0.0 0.0 0.279
H -2.864 -0.211 3.610 0.0 0.0 0.0 0.288
H 0.373 0.133 -3.546 0.0 0.0 0.0 0.022
H -0.233 6.611 3.821 0.0 0.0 0.0 0.326
H -2.417 -1.133 5.824 0.0 0.0 0.0 0.355
H -0.231 7.560 2.311 0.0 0.0 0.0 0.329
H -0.729 -2.954 6.120 0.0 0.0 0.0 0.367
H -4.188 -4.931 -2.982 0.0 0.0 0.0 0.476
H -1.389 1.969 -4.787 0.1 0.0 0.0 0.301
H 2.482 2.847 2.826 0.0 0.0 0.0 0.213
H 2.631 0.194 4.282 0.0 0.0 0.0 0.435
H -0.983 -7.294 0.869 0.0 0.0 0.0 0.375
H -1.695 1.901 3.020 0.0 0.0 0.0 0.374
H 2.768 -4.616 2.588 0.0 0.0 0.0 0.373
H -1.848 -1.649 0.484 -0.1 -0.1 0.0 0.275
H 3.030 -3.400 0.132 0.0 0.0 0.0 0.465
H 1.761 -1.314 4.596 0.0 0.0 0.0 0.318
H 0.710 3.720 -4.352 0.0 0.0 0.0 0.310
H 3.000 1.150 0.345 0.0 0.1 0.0 -0.178
H -2.059 -5.427 0.035 0.0 0.0 0.0 0.467
H 2.230 4.351 4.752 0.0 0.0 0.0 0.280
H 6.543 1.756 -0.309 0.0 0.0 0.0 0.274
H 5.170 -1.398 -3.135 0.0 0.0 0.0 0.398
H 0.934 -8.424 1.942 0.0 0.0 0.0 0.348
H -1.971 -4.100 1.207 0.0 0.0 0.0 0.347
H -2.702 -0.286 1.279 0.0 0.0 0.0 0.811
H -1.104 -3.986 -0.310 0.0 0.0 0.0 0.033
```
Positions in Å, forces in eV/Å.